Run a
ORCA calculation (wB97M-V/def2-TZVPD) on the molecule C3H8N2.

Geometry as ORCA input:
```
! wB97M-V def2-TZVPD RIJCOSX def2/J DEFGRID3
* xyz 0 1
N 1.339 -0.956 0.301
C 0.673 0.174 -0.383
C -0.107 1.006 0.436
C -0.658 0.112 -0.641
N -1.336 -0.912 0.134
H 1.862 -1.477 -0.651
H 2.137 -0.240 0.492
H 1.449 0.781 -0.984
H 0.012 2.104 0.268
H -0.410 0.809 1.628
H -1.083 0.777 -1.256
H -2.010 -0.550 1.106
H -1.868 -1.627 -0.453
*
```

For the highest occupied orbital energy, the calculation gives -8.9 eV. Its gap between HOMO and LUMO is 9.90 eV. Its structure (SMILES) is N[C@@H]1C[C@@H]1N.

---

Run b
ORCA calculation (wB97M-V/def2-TZVPD) on the molecule C3H8N2.

Geometry as ORCA input:
```
! wB97M-V def2-TZVPD RIJCOSX def2/J DEFGRID3
* xyz 0 1
H -0.499 3.178 -0.593
N -0.911 2.334 -0.977
C -0.417 1.328 -0.372
N -0.688 0.034 -0.747
C -0.239 -1.146 -0.002
C 1.104 -0.954 0.680
H 0.224 1.445 0.506
H -1.635 -0.018 -1.101
H -0.212 -1.963 -0.718
H -1.000 -1.410 0.739
H 1.851 -0.683 -0.057
H 1.382 -1.902 1.143
H 1.040 -0.243 1.498
*
```

For the highest occupied orbital energy, the calculation gives -8.9 eV. Its gap between HOMO and LUMO is 9.87 eV. Its structure (SMILES) is [H]/N=C/NCC.

---

Run c
ORCA calculation (wB97M-V/def2-TZVPD) on the molecule C3H8N2.

Geometry as ORCA input:
```
! wB97M-V def2-TZVPD RIJCOSX def2/J DEFGRID3
* xyz 0 1
C -1.791 -1.078 -0.082
N -1.301 -0.259 0.745
N -0.017 0.125 -0.093
C 1.200 -0.657 0.114
C 0.313 1.546 -0.159
H -1.465 -1.510 -1.036
H -2.716 -1.338 0.565
H 0.983 -1.729 0.059
H 1.647 -0.448 1.094
H 1.953 -0.450 -0.659
H 0.724 1.908 0.792
H 1.048 1.757 -0.948
H -0.580 2.135 -0.393
*
```

For the highest occupied orbital energy, the calculation gives -8.2 eV. Its gap between HOMO and LUMO is 9.37 eV. Its structure (SMILES) is C=NN(C)C.

---

Most stable: run b (next structure +2.705 eV)

---

Run a
ORCA calculation (wB97M-V/def2-TZVPD) on a cluster of 2 separate species, C3H12N2O in total.

Geometry as ORCA input:
```
! wB97M-V def2-TZVPD RIJCOSX def2/J DEFGRID3
* xyz 0 1
C -1.717 1.119 0.796
N -0.354 0.565 0.785
C 0.272 0.730 -0.538
C 1.695 0.179 -0.567
N 1.737 -1.276 -0.418
H -1.735 2.217 0.775
H -2.275 0.759 -0.067
H -2.234 0.807 1.705
H 0.190 1.147 1.414
H 0.295 1.798 -0.828
H -0.338 0.185 -1.254
H 2.269 0.606 0.249
H 2.109 0.445 -1.549
H 2.295 -1.636 0.334
H 1.895 -1.799 -1.263
O -1.719 -1.883 -0.048
H -1.290 -1.355 0.644
H -1.097 -2.608 -0.169
*
```

For the highest occupied orbital energy, the calculation gives -9.1 eV. Its gap between HOMO and LUMO is 10.10 eV. Its structure (SMILES) is CNCCN.O.

---

Run b
ORCA calculation (wB97M-V/def2-TZVPD) on a structure of composition C3H12N2O.

Geometry as ORCA input:
```
! wB97M-V def2-TZVPD RIJCOSX def2/J DEFGRID3
* xyz 0 1
N 0.516 -0.502 2.753
C -0.274 0.205 0.488
C -1.734 -0.095 0.686
C 0.383 -0.679 -0.572
N 1.519 -0.024 -1.098
H 1.264 -1.189 2.827
H -0.122 1.263 0.234
H 0.225 -0.112 1.601
H -1.782 -1.165 0.888
H -2.155 0.453 1.531
H -2.346 0.182 -0.174
H -0.301 -0.891 -1.415
H 0.665 -1.642 -0.127
H 2.168 0.336 -0.418
H 1.126 0.739 -1.703
H 0.453 0.028 3.620
H -0.382 1.309 -3.192
O -0.428 0.941 -2.301
*
```

For the highest occupied orbital energy, the calculation gives -8.3 eV. Its gap between HOMO and LUMO is 4.96 eV.

---

Run c
ORCA calculation (wB97M-V/def2-TZVPD) on a cluster of 2 separate species, C3H12N2O in total.

Geometry as ORCA input:
```
! wB97M-V def2-TZVPD RIJCOSX def2/J DEFGRID3
* xyz 0 1
C -0.976 -1.926 1.814
C -0.347 -2.836 0.788
O -0.466 -4.207 1.192
H -0.366 -1.883 2.718
H -0.799 -0.874 1.532
H -2.003 -2.111 2.109
H 0.702 -2.656 0.553
H -0.774 -2.748 -0.224
H -1.365 -4.491 1.042
N 1.393 2.035 -1.715
C 0.590 2.766 -0.750
N -0.142 3.995 -1.167
H 0.884 1.935 -2.595
H 2.190 2.610 -1.970
H -0.161 2.063 -0.383
H 1.255 3.054 0.061
H 0.627 4.588 -1.488
H -0.617 3.802 -2.051
*
```

For the highest occupied orbital energy, the calculation gives -9.5 eV. Its gap between HOMO and LUMO is 10.38 eV. Its structure (SMILES) is CCO.NCN.

---

Most stable: run a (next structure +0.453 eV)